Record 1
A 5-piece molecular cluster, C38H90IN7O13 overall. Source: the Open Molecules 2025 dataset; level of theory: ωB97M-V/def2-TZVPD.

Each line ends with the Löwdin charge.
CARTESIAN COORDINATES (ANGSTROEM)
C: 2.300 7.824 -3.547  -0.122
C: 2.569 6.473 -2.887  -0.311
C: 3.024 5.407 -3.870  -0.701
I: 1.360 4.874 -5.210  0.765
N: 3.554 4.195 -3.331  -0.210
C: 5.010 4.146 -3.414  -0.166
C: 5.524 3.953 -4.855  -0.164
C: 6.185 2.587 -5.038  -0.180
C: 5.145 1.525 -5.341  -0.258
O: 5.679 0.238 -5.038  -0.061
C: 3.006 3.776 -2.053  -0.131
C: 3.206 2.270 -1.814  -0.299
C: 4.387 1.904 -0.933  -0.088
C: 5.081 0.598 -1.349  -0.353
O: 6.508 0.765 -1.389  -0.027
C: 4.793 -0.558 -0.403  -0.223
N: 5.212 -0.322 0.983  0.025
O: 2.034 1.737 -1.178  -0.111
C: 0.959 1.489 -2.063  -0.168
C: 0.895 0.021 -2.471  -0.162
O: -0.300 -0.534 -1.903  -0.145
N: -0.376 -1.936 -2.231  -0.018
O: -1.125 -2.128 -3.091  0.098
H: 3.225 8.350 -3.778  0.076
H: 1.739 7.703 -4.471  0.028
H: 1.706 8.454 -2.889  0.074
H: 1.654 6.145 -2.394  0.095
H: 3.333 6.590 -2.117  0.114
H: 3.754 5.846 -4.546  0.082
H: 5.471 5.039 -2.968  0.128
H: 5.362 3.302 -2.830  0.099
H: 6.198 4.756 -5.145  0.110
H: 4.664 4.009 -5.527  0.099
H: 6.741 2.293 -4.147  0.105
H: 6.912 2.624 -5.852  0.115
H: 4.249 1.718 -4.742  0.099
H: 4.846 1.583 -6.389  0.126
H: 5.353 -0.390 -5.676  0.078
H: 3.404 4.342 -1.200  0.123
H: 1.930 3.940 -2.062  0.113
H: 3.298 1.793 -2.794  0.131
H: 5.131 2.697 -0.923  0.102
H: 4.052 1.807 0.099  0.116
H: 4.745 0.299 -2.347  0.132
H: 6.787 0.745 -2.302  0.068
H: 3.725 -0.777 -0.411  0.111
H: 5.317 -1.433 -0.788  0.110
H: 5.968 0.350 1.001  0.049
H: 4.441 0.050 1.518  0.061
H: 0.040 1.751 -1.541  0.133
H: 1.022 2.133 -2.942  0.104
H: 1.764 -0.481 -2.042  0.118
H: 0.875 -0.102 -3.554  0.119
C: -2.871 -9.007 0.530  -0.116
O: -2.181 -8.393 -0.538  -0.192
C: -2.994 -7.616 -1.407  -0.217
C: -2.702 -6.139 -1.270  -0.215
N: -3.135 -5.631 0.024  -0.040
C: -2.711 -4.268 0.327  -0.194
C: -1.219 -3.972 0.404  -0.233
O: -0.562 -4.556 1.512  -0.174
C: -0.152 -5.899 1.343  -0.099
H: -2.184 -9.711 0.996  0.088
H: -3.195 -8.284 1.288  0.076
H: -3.748 -9.556 0.174  0.088
H: -4.054 -7.819 -1.224  0.122
H: -2.763 -7.923 -2.431  0.122
H: -3.241 -5.602 -2.057  0.124
H: -1.627 -5.996 -1.448  0.107
H: -2.799 -6.249 0.750  0.068
H: -3.150 -4.001 1.291  0.101
H: -3.161 -3.602 -0.418  0.107
H: -1.110 -2.892 0.540  0.115
H: -0.695 -4.222 -0.526  0.100
H: 0.138 -6.105 0.309  0.089
H: -0.928 -6.608 1.644  0.073
H: 0.714 -6.059 1.985  0.088
C: -3.937 -0.300 -0.387  -0.106
O: -5.131 -0.404 0.363  -0.202
C: -5.910 0.782 0.426  -0.216
C: -7.212 0.610 -0.322  -0.218
N: -6.989 0.491 -1.755  -0.049
C: -8.156 0.083 -2.529  -0.200
C: -8.788 -1.273 -2.230  -0.229
O: -7.990 -2.384 -2.585  -0.176
C: -7.032 -2.785 -1.623  -0.093
H: -3.372 -1.215 -0.214  0.068
H: -4.124 -0.210 -1.463  0.084
H: -3.329 0.548 -0.060  0.091
H: -5.344 1.635 0.041  0.123
H: -6.136 0.972 1.479  0.121
H: -7.847 1.482 -0.133  0.125
H: -7.718 -0.268 0.104  0.100
H: -6.243 -0.173 -1.918  0.072
H: -7.865 0.084 -3.582  0.119
H: -8.928 0.851 -2.413  0.117
H: -9.690 -1.350 -2.842  0.121
H: -9.108 -1.360 -1.184  0.110
H: -7.391 -2.620 -0.603  0.072
H: -6.077 -2.268 -1.754  0.073
H: -6.857 -3.852 -1.761  0.090
C: 9.920 5.504 3.881  -0.115
O: 8.657 5.555 4.511  -0.193
C: 7.910 6.738 4.261  -0.218
C: 6.700 6.457 3.397  -0.217
N: 7.086 6.099 2.040  -0.048
C: 6.001 5.605 1.201  -0.200
C: 5.272 4.334 1.619  -0.224
O: 6.051 3.158 1.532  -0.196
C: 6.868 2.884 2.657  -0.084
H: 10.456 4.655 4.301  0.089
H: 9.842 5.363 2.797  0.079
H: 10.498 6.413 4.074  0.087
H: 8.544 7.503 3.803  0.122
H: 7.566 7.116 5.227  0.122
H: 6.081 7.359 3.361  0.124
H: 6.115 5.672 3.896  0.107
H: 7.817 5.401 2.075  0.073
H: 6.415 5.431 0.204  0.117
H: 5.257 6.404 1.100  0.118
H: 4.447 4.193 0.916  0.099
H: 4.821 4.415 2.616  0.117
H: 6.400 3.219 3.586  0.091
H: 7.857 3.342 2.566  0.076
H: 7.007 1.804 2.707  0.085
C: -4.880 -6.193 5.359  -0.116
O: -4.620 -4.806 5.341  -0.188
C: -4.267 -4.283 4.067  -0.219
C: -5.352 -3.403 3.487  -0.213
N: -6.526 -4.172 3.102  -0.041
C: -7.681 -3.374 2.709  -0.197
C: -8.297 -2.426 3.730  -0.229
O: -8.945 -3.068 4.811  -0.178
C: -8.107 -3.455 5.883  -0.102
H: -4.947 -6.496 6.403  0.087
H: -5.822 -6.449 4.862  0.079
H: -4.069 -6.755 4.884  0.085
H: -4.011 -5.091 3.374  0.112
H: -3.372 -3.672 4.211  0.126
H: -4.954 -2.905 2.596  0.114
H: -5.576 -2.623 4.228  0.108
H: -6.788 -4.784 3.863  0.072
H: -8.464 -4.068 2.391  0.121
H: -7.401 -2.786 1.827  0.100
H: -9.077 -1.859 3.215  0.120
H: -7.571 -1.695 4.108  0.111
H: -7.280 -2.753 6.022  0.088
H: -7.701 -4.461 5.745  0.073
H: -8.715 -3.461 6.787  0.087

Computed properties:
- LUMO energy (eV) = -0.3
- strongest force on any atom (eV/Å) = 0.62
- ΔE to the lowest compared entry with this formula, charge and spin (kJ/mol) = 0.0
- frontier orbital gap (eV) = 8.2
- SMILES = CC[C@H](I)N(CCCCO)C[C@@H](C[C@@H](O)CN)OCCON=O.COCCNCCOC.COCCNCCOC.COCCNCCOC.COCCNCCOC

Record 2
C38H93FN4OSi2 as an isolated structure. Source: the Open Molecules 2025 dataset; level of theory: ωB97M-V/def2-TZVPD.

Each line ends with the Löwdin charge.
CARTESIAN COORDINATES (ANGSTROEM)
C: -6.867 1.836 -1.251  -0.105
C: -6.845 2.968 -2.277  -0.258
C: -6.101 4.201 -1.765  -0.236
C: -4.607 4.110 -2.024  -0.217
C: -3.867 5.346 -1.466  -0.194
C: -2.873 5.926 -2.492  -0.199
C: -1.536 5.211 -2.389  -0.230
C: -0.339 6.020 -2.879  -0.199
C: 0.973 5.322 -2.510  -0.220
C: 1.569 4.500 -3.647  -0.219
C: 2.621 3.486 -3.159  -0.252
C: 2.189 2.016 -3.227  -0.258
Si: 0.753 1.570 -2.102  0.494
C: 1.226 1.280 -0.303  -0.216
C: 0.287 2.024 0.637  -0.284
F: 0.622 3.368 0.694  -0.059
O: -0.001 0.170 -2.658  -0.445
Si: -1.198 0.480 -3.793  0.522
H: -5.956 1.810 -0.665  0.051
H: -7.722 1.969 -0.596  0.072
H: -6.997 0.896 -1.770  0.065
H: -6.308 2.607 -3.148  0.097
H: -7.851 3.242 -2.571  0.099
H: -6.453 5.086 -2.288  0.109
H: -6.284 4.346 -0.703  0.108
H: -4.230 3.192 -1.580  0.101
H: -4.433 4.075 -3.093  0.102
H: -3.297 5.009 -0.609  0.084
H: -4.575 6.110 -1.165  0.104
H: -3.324 5.770 -3.463  0.104
H: -2.746 6.984 -2.289  0.105
H: -1.580 4.293 -2.972  0.099
H: -1.336 4.933 -1.362  0.101
H: -0.384 6.994 -2.401  0.106
H: -0.418 6.158 -3.953  0.113
H: 1.708 6.050 -2.184  0.112
H: 0.793 4.670 -1.658  0.075
H: 2.083 5.204 -4.295  0.107
H: 0.803 4.038 -4.263  0.104
H: 2.953 3.769 -2.164  0.106
H: 3.493 3.585 -3.798  0.096
H: 3.047 1.414 -2.931  0.065
H: 1.946 1.725 -4.244  0.069
H: -0.240 2.661 -2.147  0.022
H: 1.100 0.218 -0.116  0.080
H: 2.259 1.533 -0.091  0.081
H: -0.742 1.919 0.289  0.098
H: 0.334 1.584 1.630  0.109
H: -2.395 0.951 -3.067  -0.058
H: -0.702 1.515 -4.729  -0.053
H: -1.477 -0.737 -4.571  -0.069
C: 8.323 0.074 -1.717  -0.091
C: 7.087 0.170 -2.600  -0.278
N: 7.379 0.061 -4.017  -0.199
C: 6.248 0.404 -4.860  -0.246
C: 5.003 -0.490 -4.803  -0.087
C: 8.132 -1.115 -4.417  -0.244
C: 7.529 -2.492 -4.106  -0.087
H: 9.057 0.833 -1.989  0.080
H: 8.041 0.231 -0.675  0.072
H: 8.798 -0.905 -1.778  0.064
H: 6.627 1.147 -2.430  0.115
H: 6.355 -0.581 -2.261  0.100
H: 6.593 0.462 -5.896  0.112
H: 5.946 1.425 -4.601  0.105
H: 5.147 -1.428 -5.338  0.053
H: 4.164 0.022 -5.279  0.065
H: 4.703 -0.717 -3.779  0.062
H: 9.118 -1.061 -3.950  0.100
H: 8.331 -1.044 -5.489  0.115
H: 7.101 -2.536 -3.103  0.066
H: 8.305 -3.259 -4.164  0.070
H: 6.757 -2.773 -4.820  0.053
C: -4.044 2.933 1.834  -0.086
C: -4.365 2.882 3.319  -0.268
N: -5.319 1.846 3.665  -0.197
C: -5.814 1.953 5.026  -0.246
C: -4.817 1.752 6.174  -0.084
C: -4.982 0.505 3.220  -0.243
C: -3.658 -0.105 3.703  -0.077
H: -4.946 3.070 1.235  0.066
H: -3.371 3.766 1.626  0.070
H: -3.541 2.024 1.499  0.062
H: -4.797 3.844 3.605  0.120
H: -3.420 2.790 3.878  0.102
H: -6.641 1.248 5.149  0.112
H: -6.265 2.944 5.135  0.110
H: -4.569 0.700 6.313  0.036
H: -5.260 2.100 7.110  0.071
H: -3.893 2.312 6.025  0.068
H: -4.977 0.504 2.127  0.096
H: -5.804 -0.161 3.491  0.115
H: -2.836 0.612 3.667  0.065
H: -3.385 -0.947 3.063  0.072
H: -3.730 -0.490 4.719  0.046
C: 6.468 -6.081 -2.708  -0.085
C: 5.242 -5.975 -3.601  -0.274
N: 5.547 -6.079 -5.016  -0.200
C: 4.428 -5.720 -5.869  -0.252
C: 3.173 -6.600 -5.832  -0.085
C: 6.296 -7.258 -5.414  -0.248
C: 5.686 -8.635 -5.117  -0.082
H: 7.207 -5.324 -2.972  0.062
H: 6.180 -5.924 -1.667  0.075
H: 6.942 -7.062 -2.764  0.066
H: 4.788 -4.995 -3.431  0.115
H: 4.501 -6.721 -3.272  0.100
H: 4.788 -5.661 -6.901  0.111
H: 4.135 -4.698 -5.608  0.105
H: 3.315 -7.538 -6.368  0.055
H: 2.345 -6.079 -6.317  0.070
H: 2.859 -6.828 -4.813  0.065
H: 7.277 -7.211 -4.935  0.099
H: 6.508 -7.182 -6.483  0.114
H: 5.246 -8.685 -4.120  0.067
H: 6.463 -9.401 -5.170  0.071
H: 4.921 -8.909 -5.841  0.054
C: -5.002 -3.106 11.574  -0.091
C: -4.436 -3.265 10.171  -0.276
N: -4.669 -2.114 9.319  -0.198
C: -4.362 -2.363 7.923  -0.249
C: -2.903 -2.648 7.541  -0.085
C: -4.220 -0.837 9.847  -0.244
C: -2.733 -0.680 10.192  -0.080
H: -6.072 -2.897 11.543  0.080
H: -4.853 -4.029 12.136  0.072
H: -4.509 -2.307 12.129  0.063
H: -4.926 -4.126 9.706  0.117
H: -3.367 -3.522 10.250  0.101
H: -4.718 -1.514 7.332  0.095
H: -4.969 -3.213 7.597  0.110
H: -2.296 -1.744 7.542  0.054
H: -2.863 -3.055 6.528  0.069
H: -2.438 -3.379 8.202  0.065
H: -4.802 -0.621 10.746  0.100
H: -4.509 -0.056 9.139  0.106
H: -2.334 -1.555 10.708  0.067
H: -2.597 0.178 10.854  0.071
H: -2.124 -0.499 9.308  0.054

Computed properties:
- LUMO energy (eV) = 0.5
- strongest force on any atom (eV/Å) = 1.16
- frontier orbital gap (eV) = 8.7

Record 3
A 9-piece molecular cluster, C38H95N9O4 overall. Source: the Open Molecules 2025 dataset; level of theory: ωB97M-V/def2-TZVPD.

Each line ends with the Löwdin charge.
CARTESIAN COORDINATES (ANGSTROEM)
O: 1.169 29.488 -20.068  0.024
C: 1.202 29.780 -18.885  -0.583
N: 1.493 31.046 -18.457  0.150
C: 0.658 28.864 -17.802  -0.006
H: 1.791 31.708 -19.155  0.101
H: 1.375 31.390 -17.523  0.085
H: 0.808 29.245 -16.794  0.050
H: 1.174 27.907 -17.914  0.074
H: -0.380 28.612 -18.015  0.076
O: 0.845 20.390 -13.279  0.001
C: 1.684 21.274 -13.379  -0.554
N: 2.387 21.460 -14.525  0.171
C: 1.951 22.324 -12.323  0.003
H: 3.102 22.183 -14.509  0.044
H: 2.138 20.981 -15.368  0.109
H: 1.683 21.989 -11.325  0.081
H: 1.464 23.241 -12.652  0.065
H: 3.022 22.536 -12.291  0.068
O: 4.459 23.487 -14.295  0.012
C: 5.466 24.175 -14.259  -0.563
N: 6.677 23.676 -13.922  0.169
C: 5.429 25.672 -14.487  0.010
H: 6.776 22.679 -13.818  0.115
H: 7.509 24.221 -14.047  0.098
H: 4.730 26.075 -13.755  0.053
H: 4.973 25.871 -15.457  0.092
H: 6.393 26.164 -14.398  0.077
O: 1.253 30.490 -14.617  0.025
C: 0.926 30.685 -13.460  -0.580
N: -0.035 31.590 -13.146  0.155
C: 1.461 29.813 -12.340  -0.015
H: -0.566 31.958 -13.918  0.108
H: -0.330 31.865 -12.229  0.101
H: 2.124 30.449 -11.738  0.088
H: 2.036 28.928 -12.576  0.049
H: 0.676 29.541 -11.629  0.079
C: 0.419 26.723 -14.025  -0.073
C: 1.040 25.537 -14.787  -0.253
N: 0.721 25.543 -16.183  -0.180
C: -0.678 25.776 -16.510  -0.249
C: -1.663 24.794 -15.850  -0.062
C: 1.214 24.304 -16.820  -0.240
C: 1.061 24.312 -18.336  -0.075
H: -0.650 26.651 -13.811  0.076
H: 0.484 27.667 -14.578  0.068
H: 0.960 26.876 -13.092  0.031
H: 2.103 25.641 -14.567  0.107
H: 0.655 24.623 -14.304  0.098
H: -0.877 26.767 -16.093  0.083
H: -0.915 25.795 -17.570  0.108
H: -2.692 25.163 -15.853  0.060
H: -1.745 23.888 -16.458  0.026
H: -1.457 24.482 -14.826  0.075
H: 0.746 23.428 -16.355  0.107
H: 2.289 24.301 -16.619  0.108
H: 1.831 23.702 -18.814  0.073
H: 1.276 25.314 -18.716  0.077
H: 0.091 23.952 -18.676  0.045
C: -6.854 23.116 -18.302  -0.074
C: -6.290 23.925 -19.479  -0.230
N: -4.912 23.474 -19.759  -0.197
C: -4.418 23.926 -21.078  -0.251
C: -5.230 23.339 -22.218  -0.098
C: -3.940 23.863 -18.717  -0.245
C: -2.679 23.018 -18.805  -0.088
H: -7.704 23.641 -17.871  0.052
H: -6.114 22.917 -17.533  0.052
H: -7.203 22.160 -18.690  0.075
H: -6.829 23.712 -20.398  0.092
H: -6.293 25.019 -19.360  0.108
H: -3.425 23.505 -21.199  0.100
H: -4.386 25.024 -21.102  0.120
H: -5.526 22.308 -22.015  0.081
H: -4.696 23.394 -23.164  0.071
H: -6.198 23.843 -22.299  0.059
H: -3.756 24.943 -18.813  0.101
H: -4.418 23.701 -17.749  0.087
H: -2.898 22.020 -19.190  0.088
H: -1.999 23.448 -19.544  0.059
H: -2.094 22.879 -17.896  0.032
C: 0.391 24.913 -9.382  -0.084
C: 1.183 26.065 -10.008  -0.265
N: 2.485 26.251 -9.368  -0.179
C: 3.261 27.319 -10.020  -0.255
C: 3.691 26.964 -11.427  -0.102
C: 2.327 26.632 -7.930  -0.250
C: 3.383 25.884 -7.127  -0.088
H: -0.254 25.300 -8.589  0.062
H: 1.041 24.137 -8.985  0.079
H: -0.291 24.457 -10.100  0.070
H: 1.394 25.730 -11.029  0.089
H: 0.574 26.974 -10.123  0.118
H: 2.648 28.234 -10.040  0.104
H: 4.121 27.530 -9.384  0.115
H: 4.480 27.678 -11.690  0.082
H: 4.226 26.014 -11.527  0.076
H: 2.909 26.944 -12.183  0.034
H: 1.300 26.389 -7.660  0.094
H: 2.351 27.713 -7.747  0.111
H: 3.185 25.825 -6.051  0.068
H: 4.383 26.321 -7.171  0.065
H: 3.435 24.851 -7.466  0.070
C: -1.786 17.149 -16.741  -0.102
C: -1.903 17.612 -15.299  -0.278
N: -1.944 19.048 -15.155  -0.190
C: -3.179 19.646 -15.690  -0.231
C: -3.163 21.173 -15.621  -0.082
C: -1.556 19.555 -13.848  -0.268
C: -2.512 19.099 -12.728  -0.079
H: -2.451 17.609 -17.471  0.057
H: -1.905 16.068 -16.840  0.068
H: -0.768 17.333 -17.104  0.072
H: -2.842 17.146 -14.948  0.106
H: -1.073 17.180 -14.743  0.122
H: -3.180 19.361 -16.741  0.095
H: -4.021 19.192 -15.149  0.115
H: -2.184 21.633 -15.765  0.063
H: -3.868 21.586 -16.340  0.059
H: -3.392 21.473 -14.595  0.069
H: -1.461 20.639 -13.793  0.092
H: -0.553 19.216 -13.577  0.078
H: -2.089 19.205 -11.727  0.069
H: -2.745 18.035 -12.826  0.058
H: -3.483 19.600 -12.762  0.059
C: -7.751 28.978 -14.675  -0.083
C: -6.414 28.219 -14.755  -0.270
N: -5.896 28.135 -16.110  -0.189
C: -6.799 27.518 -17.079  -0.254
C: -7.422 26.198 -16.703  -0.094
C: -4.584 27.498 -16.109  -0.271
C: -3.792 27.743 -17.386  -0.074
H: -7.748 29.875 -15.294  0.075
H: -7.966 29.292 -13.656  0.068
H: -8.512 28.303 -15.067  0.056
H: -5.664 28.750 -14.166  0.108
H: -6.574 27.222 -14.316  0.112
H: -7.550 28.217 -17.463  0.116
H: -6.230 27.433 -18.013  0.098
H: -8.136 25.942 -17.498  0.076
H: -6.760 25.339 -16.630  0.060
H: -8.125 26.227 -15.866  0.069
H: -4.580 26.465 -15.730  0.105
H: -3.998 28.001 -15.328  0.109
H: -2.728 27.579 -17.247  0.045
H: -4.050 28.720 -17.797  0.086
H: -4.139 27.076 -18.184  0.044

Computed properties:
- LUMO energy (eV) = 0.4
- strongest force on any atom (eV/Å) = 2.14
- ΔE to the lowest compared entry with this formula, charge and spin (kJ/mol) = 0.0
- frontier orbital gap (eV) = 7.7
- SMILES = CCN(CC)CC.CCN(CC)CC.CCN(CC)CC.CCN(CC)CC.CCN(CC)CC.CC(N)=O.CC(N)=O.CC(N)=O.CC(N)=O